P.
# C12H17N

A cluster of 2 separate species, C12H17N in total (the ωB97M-V functional and the def2-TZVPD basis, the Open Molecules 2025 dataset).

Each line ends with the Löwdin charge.
Atoms and positions in Å:
1 C 0.27 4.23 -0.53  -0.3297
2 C -0.73 3.11 -0.27  -0.1258
3 C 1.44 4.07 -1.47  -0.1194
4 H -0.30 5.13 -0.81  0.1068
5 H 0.65 4.49 0.46  0.1034
6 H -0.24 2.35 0.37  0.0545
7 H 1.79 3.03 -1.44  0.0591
8 H 1.23 4.37 -2.50  0.0746
9 H -0.98 2.63 -1.21  0.0683
10 H -1.57 3.56 0.24  0.0743
11 H 2.37 4.57 -1.14  0.0821
12 C -2.87 -2.62 0.37  -0.0174
13 C 0.59 -1.39 0.18  -0.1621
14 C -0.29 -2.46 0.49  -0.0975
15 C -1.62 -1.88 0.32  -0.1154
16 C -1.47 -0.56 -0.09  0.0364
17 C 2.44 -2.74 0.75  -0.0272
18 C 1.94 -1.51 0.34  0.0230
19 C 1.61 -3.81 1.05  -0.0335
20 C 0.22 -3.62 1.03  0.0305
21 N -0.18 -0.32 -0.38  0.1709
22 H 3.49 -2.84 0.99  0.1277
23 H 2.55 -0.60 0.35  0.1363
24 H 1.87 -4.81 1.36  0.1215
25 H -0.33 -4.48 1.40  0.1326
26 H 0.23 0.60 -0.51  0.1404
27 H -2.24 0.09 -0.47  0.1579
28 H -2.85 -3.54 -0.25  0.1163
29 H -3.78 -2.13 0.00  0.0995
30 H -3.23 -2.92 1.36  0.1118

Calculated values
HOMO (spin up / spin down): -13.147 / -13.415 eV
total charge: +1
multiplicity: 2
LUMO level (spin up / spin down): -3.6 / -7.0 eV
frontier orbital gap (spin up / spin down): 9.528 / 6.397 eV

Q.
# C12H17N

A cluster of 2 separate species, C12H17N in total (the ωB97M-V functional and the def2-TZVPD basis, the Open Molecules 2025 dataset).

Each line ends with the Löwdin charge.
Atoms and positions in Å:
1 C 2.19 -1.11 0.65  0.0102
2 C 1.10 -1.15 -0.36  -0.1420
3 C 1.00 -0.34 -1.51  0.0260
4 C -0.08 -1.90 -0.29  -0.1132
5 C -0.95 -1.35 -1.25  -0.1677
6 C -0.52 -2.97 0.52  0.0428
7 C -2.24 -1.78 -1.43  0.0395
8 C -1.82 -3.40 0.39  -0.0366
9 C -2.64 -2.82 -0.58  -0.0061
10 N -0.21 -0.46 -2.07  0.1510
11 H 3.15 -0.80 0.25  0.1002
12 H 2.33 -2.11 1.09  0.0946
13 H 1.77 0.32 -1.90  0.1589
14 H -0.67 0.37 -2.41  0.1838
15 H 0.19 -3.40 1.21  0.1294
16 H -2.95 -1.34 -2.11  0.1302
17 H -2.21 -4.23 0.95  0.1216
18 H -3.68 -3.14 -0.61  0.1256
19 H 1.80 -0.53 1.49  0.1101
20 C 0.86 2.50 0.55  -0.3196
21 C 0.05 2.54 1.87  -0.1161
22 C 0.45 3.64 -0.36  -0.1114
23 H 1.92 2.53 0.83  0.1024
24 H 0.69 1.48 0.16  0.0550
25 H -0.89 1.99 1.75  0.0701
26 H -0.62 3.55 -0.57  0.0748
27 H 0.68 4.58 0.15  0.0798
28 H -0.24 3.56 2.12  0.0717
29 H 0.56 2.15 2.75  0.0674
30 H 0.99 3.62 -1.31  0.0677

Calculated values
HOMO (spin up / spin down): -12.994 / -13.613 eV
total charge: +1
multiplicity: 2
LUMO level (spin up / spin down): -3.7 / -6.9 eV
frontier orbital gap (spin up / spin down): 9.263 / 6.682 eV

Q: What are the energies relative to the best structure? A: P 0.498; Q 0.000, in eV.

P.
# C5H8NS2

A cluster of 2 separate species, C5H8NS2 in total (the ωB97M-V functional and the def2-TZVPD basis, the Open Molecules 2025 dataset).

Each line ends with the Löwdin charge.
Atoms and positions in Å:
1 C -0.46 2.18 3.88  -0.4081
2 C 0.83 2.04 3.44  -0.3791
3 C -0.57 0.42 2.13  -0.6835
4 C 1.08 0.03 -1.99  -0.0829
5 C -0.92 -1.24 -1.97  -0.1132
6 N -0.06 -0.14 -1.49  -0.0939
7 S -1.72 1.22 3.14  1.1017
8 S 1.05 0.78 2.24  1.0989
9 H -0.56 3.06 4.45  0.0807
10 H 1.52 2.81 3.67  0.0890
11 H 1.67 0.92 -1.57  0.0834
12 H -1.00 -0.19 1.33  0.0483
13 H 1.47 -0.31 -2.92  0.0674
14 H -0.72 -1.49 -2.98  0.0657
15 H -1.95 -1.19 -1.83  0.0408
16 H -0.81 -2.07 -1.25  0.0848

Calculated values
HOMO: -12.631 eV
total charge: +1
LUMO level: -5.6 eV
frontier orbital gap: 7.009 eV

Q.
# C5H8NS2

A structure of composition C5H8NS2 (the ωB97M-V functional and the def2-TZVPD basis, the Open Molecules 2025 dataset).

Each line ends with the Löwdin charge.
Atoms and positions in Å:
1 C -3.47 -0.66 0.20  -0.4059
2 C -3.43 0.70 0.23  -0.4068
3 C -1.05 -0.03 0.02  -0.6939
4 C 1.29 1.17 -0.64  -0.1304
5 C 1.42 -1.12 -0.06  -0.1630
6 N 0.65 -0.16 -0.76  -0.1862
7 S -1.97 -1.46 -0.17  1.0849
8 S -1.86 1.44 0.12  1.0864
9 H -4.38 -1.25 0.10  0.0951
10 H -4.26 1.38 0.09  0.0925
11 H 1.84 1.23 0.32  0.0923
12 H 0.40 2.02 -0.73  0.0904
13 H 2.00 1.36 -1.49  0.1064
14 H 1.00 -2.11 -0.37  0.0864
15 H 1.28 -1.09 1.09  0.1250
16 H 2.48 -0.86 -0.38  0.1268

Calculated values
HOMO: -13.624 eV
total charge: +1
LUMO level: -5.5 eV
frontier orbital gap: 8.172 eV

Q: What are the energies relative to the best structure? A: P 0.000; Q 1.036, in eV.

P.
# C4H12

A cluster of 2 separate species, C4H12 in total (the ωB97M-V functional and the def2-TZVPD basis, the Open Molecules 2025 dataset).

Each line ends with the Löwdin charge.
Atoms and positions in Å:
1 C -2.78 -0.29 0.56  -0.3217
2 C -1.98 -0.08 1.86  -0.3375
3 H -3.59 0.43 0.45  0.0341
4 H -2.17 -0.09 -0.33  0.0187
5 H -3.19 -1.30 0.49  0.0349
6 H -2.34 0.85 2.30  0.0335
7 H -0.91 -0.14 1.71  0.0160
8 H -2.31 -0.77 2.65  0.0331
9 C 2.22 -0.23 -1.81  -0.3311
10 C 2.61 0.57 -0.56  -0.3364
11 H 1.58 0.42 -2.42  0.0204
12 H 3.08 -0.41 -2.46  0.0352
13 H 1.59 -1.11 -1.64  0.0174
14 H 1.88 0.44 0.24  0.0145
15 H 3.55 0.09 -0.24  0.0362
16 H 2.78 1.62 -0.78  0.0327

Calculated values
HOMO (spin up / spin down): 1.538 / -7.821 eV
total charge: -1
multiplicity: 2
LUMO level (spin up / spin down): 4.4 / 4.5 eV
frontier orbital gap (spin up / spin down): 2.885 / 12.306 eV

Q.
# C4H12

A cluster of 2 separate species, C4H12 in total (the ωB97M-V functional and the def2-TZVPD basis, the Open Molecules 2025 dataset).

Each line ends with the Löwdin charge.
Atoms and positions in Å:
1 C -0.71 0.40 1.31  -0.4035
2 C -1.32 0.44 2.70  -0.3167
3 H -1.47 0.47 0.55  0.0227
4 H 0.04 1.19 1.21  0.0363
5 H -0.14 -0.52 1.16  0.0205
6 H -0.59 0.21 3.48  0.0386
7 H -2.19 -0.21 2.81  0.0380
8 H -1.73 1.42 2.97  0.0353
9 C 0.75 -0.03 -1.38  -0.3581
10 C 1.25 -0.80 -2.59  -0.3148
11 H 1.23 -0.48 -0.51  0.0260
12 H 1.07 1.01 -1.47  0.0404
13 H -0.33 -0.06 -1.27  0.0270
14 H 0.78 -0.49 -3.53  0.0405
15 H 2.29 -0.71 -2.90  0.0383
16 H 1.08 -1.85 -2.52  0.0294

Calculated values
HOMO (spin up / spin down): 1.462 / -7.751 eV
total charge: -1
multiplicity: 2
LUMO level (spin up / spin down): 4.2 / 4.5 eV
frontier orbital gap (spin up / spin down): 2.714 / 12.205 eV

R.
# C4H12

A cluster of 2 separate species, C4H12 in total (the ωB97M-V functional and the def2-TZVPD basis, the Open Molecules 2025 dataset).

Each line ends with the Löwdin charge.
Atoms and positions in Å:
1 C 0.02 2.80 -0.69  -0.3059
2 C -0.42 2.72 0.87  -0.2718
3 H -0.56 3.49 -1.26  0.0232
4 H 0.93 3.35 -0.70  0.0112
5 H 0.17 1.82 -1.04  0.0002
6 H -0.74 1.69 0.92  0.0006
7 H -1.24 3.51 1.18  0.0757
8 H 0.53 2.74 1.38  0.0119
9 C 0.86 -3.21 -0.22  -0.2838
10 C -0.38 -2.32 0.08  -0.3909
11 H 1.34 -3.60 0.67  0.0305
12 H 0.41 -4.01 -0.82  0.0341
13 H 1.55 -2.65 -0.85  0.0238
14 H -0.74 -1.60 -0.72  0.0224
15 H -1.33 -2.95 0.20  0.0360
16 H -0.40 -1.80 1.01  -0.0172

Calculated values
HOMO (spin up / spin down): 1.488 / -7.713 eV
total charge: -1
multiplicity: 2
LUMO level (spin up / spin down): 4.3 / 4.4 eV
frontier orbital gap (spin up / spin down): 2.848 / 12.144 eV

Q: What are the energies relative to the best structure? A: P 0.136; Q 0.000; R 0.782, in eV.

P.
# C4H12

A cluster of 2 separate species, C4H12 in total (the ωB97M-V functional and the def2-TZVPD basis, the Open Molecules 2025 dataset).

Each line ends with the Löwdin charge.
Atoms and positions in Å:
1 C -0.34 1.15 -1.38  -0.3916
2 C 1.18 1.42 -1.32  -0.3342
3 H -0.89 1.55 -0.53  0.0139
4 H -0.80 1.65 -2.24  0.0106
5 H -0.48 0.07 -1.49  0.0177
6 H 1.73 0.48 -1.34  0.0233
7 H 1.51 2.07 -2.12  0.0225
8 H 1.50 1.98 -0.44  0.0313
9 C 0.19 -0.85 1.39  -0.2851
10 C -1.05 -1.75 1.33  -0.2984
11 H -0.01 0.22 1.32  0.0276
12 H 0.77 -0.99 2.32  0.0391
13 H 0.83 -1.07 0.53  0.0327
14 H -1.11 -2.28 0.38  0.0263
15 H -1.97 -1.18 1.42  0.0312
16 H -1.07 -2.45 2.17  0.0328

Calculated values
HOMO (spin up / spin down): 1.571 / -7.734 eV
total charge: -1
multiplicity: 2
LUMO level (spin up / spin down): 4.4 / 4.6 eV
frontier orbital gap (spin up / spin down): 2.807 / 12.304 eV

Q.
# C4H12

A cluster of 2 separate species, C4H12 in total (the ωB97M-V functional and the def2-TZVPD basis, the Open Molecules 2025 dataset).

Each line ends with the Löwdin charge.
Atoms and positions in Å:
1 C -0.68 1.08 -1.39  -0.2967
2 C -0.52 -0.11 -2.33  -0.2920
3 H -0.74 0.79 -0.34  0.0206
4 H 0.12 1.83 -1.40  0.0367
5 H -1.64 1.58 -1.54  0.0384
6 H -1.47 -0.57 -2.56  0.0377
7 H 0.02 -0.91 -1.81  0.0309
8 H 0.17 0.09 -3.14  0.0377
9 C 0.49 -0.08 2.50  -0.3289
10 C 0.65 -0.83 1.18  -0.4183
11 H -0.56 -0.02 2.80  0.0315
12 H 1.12 -0.56 3.25  0.0245
13 H 0.82 0.95 2.41  0.0316
14 H 1.16 -0.31 0.37  0.0168
15 H 1.32 -1.71 1.25  0.0075
16 H -0.27 -1.22 0.74  0.0219

Calculated values
HOMO (spin up / spin down): 1.582 / -7.558 eV
total charge: -1
multiplicity: 2
LUMO level (spin up / spin down): 4.3 / 4.6 eV
frontier orbital gap (spin up / spin down): 2.764 / 12.154 eV

Q: What are the energies relative to the best structure? A: P 0.000; Q 0.138, in eV.

P.
# C5H7Br

The molecule C5H7Br (the ωB97M-V functional and the def2-TZVPD basis, the Open Molecules 2025 dataset).

Each line ends with the Löwdin charge.
Atoms and positions in Å:
1 C 1.86 0.48 -0.09  -0.0139
2 C 0.01 0.37 0.24  -0.7133
3 Br -0.41 2.18 0.94  0.6429
4 C -0.71 -0.54 1.15  -0.1759
5 C -1.54 -1.01 0.21  -0.0555
6 C -0.83 -0.26 -0.91  -0.1870
7 H 2.33 0.96 0.61  -0.0517
8 H 1.69 1.06 -1.02  0.0517
9 H 2.29 -0.60 -0.25  0.0947
10 H -0.56 -0.65 2.18  0.0820
11 H -2.51 -1.52 0.06  0.1123
12 H -0.30 -0.98 -1.52  0.0956
13 H -1.31 0.49 -1.60  0.1181

Calculated values
HOMO: -9.318 eV
LUMO level: 0.9 eV
frontier orbital gap: 10.199 eV

Q.
# C5H7Br

A cluster of 2 separate species, C5H7Br in total (the ωB97M-V functional and the def2-TZVPD basis, the Open Molecules 2025 dataset).

Each line ends with the Löwdin charge.
Atoms and positions in Å:
1 C -0.39 -2.82 -0.19  -0.2000
2 C -1.51 -2.18 -0.43  0.0484
3 C 0.27 1.86 0.77  -0.1778
4 C -0.04 1.67 -0.71  -0.1689
5 C 0.26 0.56 0.19  -0.7390
6 Br 1.92 -0.35 -0.19  0.6842
7 H -1.12 -3.57 0.33  0.0797
8 H 0.70 -3.13 -0.25  0.0675
9 H -0.46 -0.24 0.37  0.0290
10 H 1.20 2.27 0.97  0.0724
11 H -0.51 2.14 1.50  0.1222
12 H -1.06 1.92 -1.01  0.1134
13 H 0.75 1.88 -1.37  0.0690

Calculated values
HOMO: -9.972 eV
LUMO level: 0.5 eV
frontier orbital gap: 10.443 eV

Q: What are the energies relative to the best structure? A: P 0.000; Q 2.045, in eV.

P.
# C3H4ClN3O

The molecule C3H4ClN3O (the ωB97M-V functional and the def2-TZVPD basis, the Open Molecules 2025 dataset).

Each line ends with the Löwdin charge.
Atoms and positions in Å:
1 H 1.34 -1.07 -1.81  0.0407
2 N 1.81 -0.48 -1.12  0.1503
3 C 0.95 -0.04 -0.31  -0.4534
4 O 1.39 0.65 0.80  0.0262
5 C 0.30 1.17 1.45  -0.7434
6 Cl 0.62 2.04 2.86  0.7532
7 C -0.81 0.72 0.84  -0.0513
8 N -0.44 -0.09 -0.24  -0.1228
9 N -1.30 -1.00 -0.89  0.1028
10 H -1.82 0.79 1.11  0.1096
11 H -0.91 -1.94 -0.82  0.0981
12 H -1.14 -0.76 -1.87  0.0901

Calculated values
HOMO: -8.207 eV
LUMO level: 0.6 eV
frontier orbital gap: 8.797 eV

Q.
# C3H4ClN3O

The molecule C3H4ClN3O (the ωB97M-V functional and the def2-TZVPD basis, the Open Molecules 2025 dataset).

Each line ends with the Löwdin charge.
Atoms and positions in Å:
1 H 2.33 1.13 -0.09  0.0379
2 N 2.35 0.12 -0.04  0.1497
3 C 1.16 -0.32 -0.07  -0.4558
4 O 0.87 -1.65 -0.01  0.0561
5 C -0.51 -1.80 0.04  -0.0998
6 C -1.09 -0.61 -0.03  -0.6927
7 Cl -2.72 -0.15 -0.05  0.7243
8 N -0.06 0.35 -0.17  -0.1363
9 N -0.14 1.71 0.06  0.0870
10 H -0.94 -2.80 0.08  0.1309
11 H -0.54 1.88 0.97  0.0926
12 H -0.70 2.15 -0.69  0.1062

Calculated values
HOMO: -8.275 eV
LUMO level: 0.5 eV
frontier orbital gap: 8.737 eV

Q: What are the energies relative to the best structure? A: P 0.253; Q 0.000, in eV.